Entry 1:
# BCsF4

BCsF4 as an isolated structure (ωB97M-V/def2-TZVPD, the OMol25 dataset).

```
6
Properties=species:S:1:pos:R:3:forces:R:3:lowdin_spin:R:1
Cs -19.028 -10.029 -6.043 -0.060 0.207 0.287 -0.001
B -18.343 -12.099 -8.725 -0.402 1.017 1.447 0.006
F -17.388 -11.195 -8.306 -0.302 0.317 0.528 0.109
F -19.411 -12.310 -7.889 0.039 0.757 0.005 0.018
F -18.707 -11.711 -10.001 -0.142 -0.596 -0.956 0.410
F -17.705 -13.300 -8.847 0.867 -1.701 -1.312 0.458
```
Forces are in eV/Å.

Properties
Max |F|   2.32 eV Å⁻¹
Energy above the lowest of the compared OMol25 structures with the same formula, charge and spin   1.7 kJ/mol
Multiplicity   2
Net charge   +1

***

Entry 2:
# BCsH4

BCsH4 as an isolated structure (ωB97M-V/def2-TZVPD, the OMol25 dataset).

```
6
Properties=species:S:1:pos:R:3:forces:R:3:mulliken_charge:R:1
Cs 16.631 7.761 12.835 0.041 -0.110 -0.475 0.903
B 17.332 6.889 9.856 0.032 0.026 -0.258 0.226
H 17.027 7.743 9.271 -1.263 3.510 -2.016 -0.207
H 18.023 7.157 10.640 3.123 1.323 3.172 -0.390
H 16.488 6.427 10.345 -3.718 -1.988 1.956 -0.309
H 17.821 6.184 9.202 1.785 -2.760 -2.378 -0.223
```
Forces are in eV/Å.

Properties
Max |F|   4.65 eV Å⁻¹
Energy above the lowest of the compared OMol25 structures with the same formula, charge and spin   119.4 kJ/mol
Net charge   0

***

Entry 3:
# BCsH4

BCsH4 as an isolated structure (ωB97M-V/def2-TZVPD, the OMol25 dataset).

```
6
Properties=species:S:1:pos:R:3:forces:R:3:lowdin_spin:R:1
Cs -0.163 -0.559 3.105 -0.007 0.009 -0.004 0.000
B 0.025 0.104 -0.605 0.260 -0.334 3.647 0.482
H -0.654 -0.215 0.171 -1.642 -1.568 3.435 0.053
H 0.702 -0.688 -0.884 1.318 -4.215 -2.511 0.142
H -0.475 0.383 -1.519 -0.600 1.551 -5.388 0.225
H 0.566 0.975 -0.269 0.670 4.557 0.822 0.098
```
Forces are in eV/Å.

Properties
Max |F|   5.64 eV Å⁻¹
Energy above the lowest of the compared OMol25 structures with the same formula, charge and spin   0.0 kJ/mol
Multiplicity   2
Net charge   +1

***

Entry 4:
# BF4H16KO8

BF4H16KO8 as an isolated structure (ωB97M-V/def2-TZVPD, the OMol25 dataset).

```
30
Properties=species:S:1:pos:R:3:forces:R:3:mulliken_charge:R:1
K 16.336 -7.177 1.459 0.139 0.361 -0.066 0.998
B 19.135 -1.805 1.659 -0.476 0.059 0.236 0.596
F 19.186 -2.568 0.545 -0.146 -1.674 -2.342 -0.400
F 20.313 -1.190 1.822 2.730 1.430 0.507 -0.372
F 18.149 -0.870 1.549 -1.670 1.286 -0.135 -0.395
F 18.888 -2.621 2.734 -0.549 -1.331 1.761 -0.430
O 24.494 -1.390 5.342 0.159 -0.253 0.025 -0.632
H 24.664 -0.542 4.932 0.055 0.203 -0.157 0.318
H 23.720 -1.243 5.886 -0.225 0.022 0.108 0.315
O 21.844 2.745 -0.521 0.174 0.189 -0.204 -0.652
H 21.920 1.873 -0.134 -0.028 -0.310 0.093 0.337
H 21.209 3.199 0.034 -0.176 0.076 0.120 0.315
O 26.050 -2.508 0.915 0.178 0.145 -0.117 -0.637
H 25.352 -2.446 1.567 -0.235 0.074 0.178 0.324
H 26.179 -3.448 0.789 0.042 -0.212 -0.048 0.313
O 16.498 0.432 5.960 -0.263 0.036 0.094 -0.648
H 17.156 0.336 5.272 0.163 -0.086 -0.331 0.335
H 17.005 0.485 6.771 0.099 0.016 0.190 0.313
O 20.949 -6.759 -5.083 -0.188 -0.152 -0.120 -0.645
H 21.892 -6.914 -5.016 0.247 -0.044 -0.026 0.322
H 20.759 -6.134 -4.383 -0.062 0.210 0.159 0.324
O 22.409 -5.695 4.757 -0.106 -0.294 -0.016 -0.655
H 23.221 -5.554 5.246 0.212 0.030 0.110 0.324
H 22.102 -4.814 4.543 -0.139 0.289 -0.135 0.331
O 14.944 -5.317 -2.825 0.014 -0.223 0.306 -0.650
H 15.192 -4.459 -3.168 0.093 0.293 -0.009 0.329
H 14.699 -5.824 -3.600 -0.076 -0.131 -0.200 0.324
O 13.415 -0.052 -1.323 -0.268 -0.101 0.006 -0.651
H 14.194 -0.003 -0.769 0.236 0.022 0.222 0.337
H 13.741 0.103 -2.210 0.064 0.068 -0.210 0.315
```
Forces are in eV/Å.

Properties
Max |F|   3.12 eV Å⁻¹
Energy above the lowest of the compared OMol25 structures with the same formula, charge and spin   294.4 kJ/mol
Net charge   0

***

Entry 5:
# BF4H20O10

A 11-piece molecular cluster, BF4H20O10 overall (ωB97M-V/def2-TZVPD, the OMol25 dataset).

```
35
Properties=species:S:1:pos:R:3:forces:R:3:mulliken_charge:R:1
B -0.023 -0.605 -0.691 -0.365 -0.999 0.340 0.904
F 1.306 -0.306 -0.949 -0.234 0.163 -0.173 -0.410
F -0.528 0.135 0.376 -0.001 0.118 -0.289 -0.426
F -0.856 -0.507 -1.831 0.271 0.276 0.291 -0.422
F -0.103 -2.009 -0.290 0.091 0.461 -0.129 -0.701
O -2.686 1.871 -0.767 -0.029 -0.056 -0.047 -0.687
H -2.007 1.181 -0.762 -0.060 0.186 0.058 0.331
H -3.444 1.456 -0.345 0.020 -0.021 0.006 0.291
O -3.401 -2.559 -2.710 0.034 0.003 0.005 -0.673
H -2.933 -3.344 -3.008 0.034 0.025 0.018 0.315
H -2.702 -1.956 -2.428 0.014 0.042 0.012 0.329
O -1.893 -2.209 1.788 -0.020 0.018 -0.145 -0.720
H -1.597 -3.115 1.924 -0.051 0.031 -0.011 0.289
H -1.360 -1.913 1.027 -0.114 -0.129 0.187 0.522
O 2.810 0.181 1.414 -0.133 0.024 0.094 -0.656
H 3.447 -0.496 1.171 -0.005 0.009 -0.042 0.276
H 2.125 0.117 0.729 0.181 0.059 0.066 0.395
O 1.882 -3.621 -1.274 -0.172 0.112 0.001 -0.675
H 2.308 -3.809 -0.434 -0.011 0.038 0.015 0.285
H 1.198 -2.958 -1.054 0.331 -0.361 -0.043 0.447
O 0.443 2.026 3.163 -0.003 0.291 -0.164 -0.707
H 1.360 1.736 3.120 0.017 -0.131 -0.108 0.310
H -0.069 1.211 3.054 0.124 -0.084 0.172 0.309
O 0.647 3.748 0.752 -0.307 0.385 0.086 -0.622
H 0.433 3.274 1.573 0.145 -0.378 0.048 0.347
H -0.055 4.402 0.676 -0.026 -0.070 -0.040 0.309
O -0.753 -0.603 3.794 -0.369 0.110 -0.147 -0.671
H -0.510 -1.431 4.214 0.118 0.058 0.003 0.261
H -1.341 -0.893 3.068 0.266 -0.142 0.155 0.388
O 0.709 0.013 -4.107 -0.053 -0.205 -0.037 -0.669
H 0.255 -0.421 -3.366 0.136 0.277 -0.255 0.396
H 0.765 0.934 -3.839 -0.021 0.014 0.069 0.303
O 2.445 3.770 -1.449 -0.213 0.128 -0.250 -0.640
H 2.501 2.822 -1.602 -0.001 -0.028 0.080 0.311
H 1.627 3.876 -0.935 0.410 -0.224 0.171 0.362
```
Forces are in eV/Å.

Properties
Max |F|   1.12 eV Å⁻¹
Energy above the lowest of the compared OMol25 structures with the same formula, charge and spin   18.8 kJ/mol
Net charge   -1

***

Entry 6:
# BF4MnNOS5Sb

BF4MnNOS5Sb as an isolated structure (ωB97M-V/def2-TZVPD, the OMol25 dataset).

```
14
Properties=species:S:1:pos:R:3:forces:R:3:lowdin_spin:R:1
Mn -0.388 0.436 0.074 0.181 -0.081 0.366 3.332
S -2.400 -3.122 -1.714 0.077 -0.022 -0.178 0.029
Sb -2.543 -2.026 0.216 -0.098 -0.012 0.003 0.019
S -2.513 0.417 -0.203 -0.458 0.195 -0.073 -0.211
S -0.312 -1.464 1.078 0.248 -0.333 0.245 -0.251
S -3.913 -2.473 1.906 -0.076 -0.006 0.143 0.026
F 2.302 2.083 2.732 0.055 -0.002 -0.087 0.002
B 2.253 1.929 1.377 -0.149 0.023 -0.009 0.004
F 2.858 0.792 0.906 -0.013 0.013 0.000 0.000
F 2.534 3.058 0.659 0.033 -0.065 0.061 0.001
F 0.707 1.671 1.081 0.026 0.136 0.019 0.064
O 0.776 -0.439 -3.927 0.007 0.229 -0.104 0.035
S 0.521 -0.931 -2.594 0.271 -1.403 -0.385 0.045
N 0.117 0.070 -1.591 -0.104 1.329 -0.001 -0.095
```
Forces are in eV/Å.

Properties
Max |F|   1.48 eV Å⁻¹
Energy above the lowest of the compared OMol25 structures with the same formula, charge and spin   0.0 kJ/mol
Multiplicity   4
Net charge   -1

***

Entry 7:
# BH16O6

A 7-piece molecular cluster, BH16O6 overall (ωB97M-V/def2-TZVPD, the OMol25 dataset).

```
23
Properties=species:S:1:pos:R:3:forces:R:3:mulliken_charge:R:1
B -52.259 -13.108 18.656 1.578 1.843 -1.300 0.510
H -51.709 -13.581 17.629 -0.079 0.076 0.485 -0.357
H -53.423 -13.146 18.470 -0.955 0.129 0.117 -0.212
H -51.876 -13.619 19.627 0.192 -1.057 1.192 -0.296
H -51.769 -11.897 18.826 -0.791 -0.905 -0.408 -0.227
O -50.048 -15.934 16.776 4.569 -2.718 0.255 -0.705
H -49.102 -15.639 17.011 -1.937 -1.250 -0.326 0.335
H -50.407 -15.111 16.753 -2.644 4.010 -0.078 0.275
O -51.524 -16.488 19.049 1.998 -3.503 1.358 -0.669
H -51.145 -16.598 18.185 -0.066 0.740 -0.668 0.358
H -52.141 -15.832 19.152 -1.967 2.734 -0.402 0.305
O -54.360 -13.534 21.309 1.614 0.227 -2.151 -0.716
H -54.717 -14.443 21.347 0.667 0.697 -0.521 0.289
H -53.709 -13.418 20.465 -2.264 -0.942 2.520 0.325
O -48.981 -13.226 19.488 1.787 -0.980 3.050 -0.675
H -48.885 -12.959 18.623 -0.478 0.935 -2.756 0.270
H -49.879 -13.335 19.751 -1.293 0.053 -0.379 0.313
O -53.040 -10.602 16.467 -0.701 0.873 -1.722 -0.712
H -53.007 -11.350 17.018 -0.144 -2.338 1.099 0.292
H -52.547 -10.027 17.014 0.876 1.391 0.659 0.310
O -51.602 -11.370 22.093 0.626 3.270 1.779 -0.682
H -51.833 -10.381 21.997 0.305 -2.868 -0.298 0.299
H -51.979 -11.894 21.418 -0.893 -0.420 -1.508 0.370
```
Forces are in eV/Å.

Properties
Max |F|   5.32 eV Å⁻¹
Energy above the lowest of the compared OMol25 structures with the same formula, charge and spin   100.7 kJ/mol
Net charge   -1

***

Entry 8:
# BH18O7

A 8-piece molecular cluster, BH18O7 overall (ωB97M-V/def2-TZVPD, the OMol25 dataset).

```
26
Properties=species:S:1:pos:R:3:forces:R:3:mulliken_charge:R:1
B 1.140 0.047 0.839 0.375 -0.226 0.621 1.093
H 1.059 0.047 2.094 -0.102 -0.153 -0.739 -0.273
H 0.050 0.328 0.357 -0.359 -0.178 -0.195 -0.844
H 1.900 0.948 0.537 0.239 0.066 -0.173 -0.241
H 1.585 -1.068 0.420 -0.335 0.564 0.120 -0.412
O -2.802 0.365 -0.464 -2.298 -0.552 -1.077 -0.681
H -1.990 0.174 -0.909 1.043 -0.280 -0.382 0.288
H -3.512 -0.051 -1.035 1.332 0.755 1.118 0.303
O -1.283 -2.601 1.511 -0.701 -0.354 -0.501 -0.663
H -1.895 -2.583 0.752 0.475 -0.032 0.491 0.313
H -0.709 -1.852 1.338 0.330 0.393 0.116 0.263
O 1.071 1.411 -2.233 0.090 -0.678 0.803 -0.644
H 0.608 2.193 -2.499 -0.404 0.635 -0.178 0.274
H 0.816 1.259 -1.292 0.405 -0.038 -0.566 0.348
O -0.464 3.269 1.619 0.385 0.079 -0.687 -0.675
H -0.346 3.719 0.769 -0.266 0.140 0.312 0.305
H 0.076 2.484 1.451 0.153 -0.333 0.330 0.292
O -0.232 -2.444 -1.559 0.183 -0.063 -0.116 -0.624
H 0.258 -1.775 -1.072 -0.119 0.660 0.372 0.310
H 0.463 -3.102 -1.626 -0.111 -0.444 -0.208 0.292
O -2.389 0.893 2.217 -1.782 -0.702 -0.635 -0.627
H -1.552 1.293 2.212 1.907 0.934 0.476 0.220
H -2.538 0.829 1.254 -0.328 -0.272 0.592 0.423
O 3.760 -1.580 -1.750 -0.322 0.876 0.330 -0.687
H 3.827 -0.616 -1.899 0.007 -0.671 -0.073 0.317
H 3.099 -1.587 -1.033 0.204 -0.126 -0.151 0.330
```
Forces are in eV/Å.

Properties
Max |F|   2.60 eV Å⁻¹
Energy above the lowest of the compared OMol25 structures with the same formula, charge and spin   48.1 kJ/mol
Net charge   -1

***

Entry 9:
# BH18O7

A 8-piece molecular cluster, BH18O7 overall (ωB97M-V/def2-TZVPD, the OMol25 dataset).

```
26
Properties=species:S:1:pos:R:3:forces:R:3:mulliken_charge:R:1
B 0.283 0.465 -0.599 -0.378 0.134 0.693 0.250
H 0.198 0.356 -1.810 0.140 -0.101 -0.071 -0.198
H -0.490 1.363 -0.255 0.107 0.204 0.040 -0.280
H -0.103 -0.547 -0.015 0.080 -0.072 -0.243 -0.122
H 1.433 0.710 -0.193 -0.146 0.035 -0.265 -0.323
O -3.137 0.589 -1.586 1.150 -0.358 -0.448 -0.680
H -2.188 0.546 -1.305 -1.056 0.309 0.001 0.320
H -3.636 0.991 -0.883 0.044 0.187 0.553 0.297
O -1.908 -2.149 -2.812 0.067 -0.262 -0.389 -0.643
H -1.545 -1.329 -2.484 -0.083 0.553 0.537 0.312
H -1.194 -2.420 -3.393 0.080 -0.372 -0.126 0.310
O 4.190 -1.462 -0.068 0.609 -0.203 0.080 -0.646
H 5.035 -1.506 0.385 0.214 -0.176 -0.126 0.294
H 3.734 -0.780 0.414 -0.696 0.492 0.164 0.292
O -1.365 -0.219 2.465 -1.301 -0.962 0.280 -0.795
H -1.139 -0.204 1.540 0.394 -0.221 -0.966 0.271
H -0.680 0.297 2.852 1.043 0.910 0.531 0.402
O 1.051 1.510 2.564 0.714 -0.622 0.766 -0.689
H 1.709 0.777 2.544 -0.841 0.952 -0.433 0.313
H 0.980 1.873 1.674 0.061 -0.454 -0.317 0.278
O 1.969 -1.917 -1.757 1.393 -0.991 -0.406 -0.657
H 1.472 -1.154 -1.537 -1.439 1.261 0.293 0.329
H 2.848 -1.631 -1.466 -0.085 -0.546 -0.172 0.375
O -2.669 2.157 2.188 -0.746 2.841 -0.311 -0.659
H -2.315 2.441 1.339 0.084 0.006 0.060 0.294
H -2.541 1.241 2.194 0.590 -2.546 0.278 0.357
```
Forces are in eV/Å.

Properties
Max |F|   2.95 eV Å⁻¹
Energy above the lowest of the compared OMol25 structures with the same formula, charge and spin   35.4 kJ/mol
Net charge   -1